[1]
{
  "formula": "C44H60Cl9N5O12",
  "method": "ωB97M-V/def2-TZVPD",
  "symbols": ["N", "C", "C", "C", "C", "C", "H", "H", "H", "H", "H", "N", "C", "C", "C", "C", "C", "H", "H", "H", "H", "H", "N", "C", "C", "C", "C", "C", "H", "H", "H", "H", "H", "N", "C", "C", "C", "C", "C", "H", "H", "H", "H", "H", "N", "C", "C", "C", "C", "C", "H", "H", "H", "H", "H", "C", "C", "O", "C", "O", "O", "C", "H", "H", "H", "H", "H", "H", "H", "H", "C", "C", "O", "C", "O", "O", "C", "H", "H", "H", "H", "H", "H", "H", "H", "C", "C", "O", "C", "O", "O", "C", "H", "H", "H", "H", "H", "H", "H", "H", "C", "C", "O", "C", "O", "O", "C", "H", "H", "H", "H", "H", "H", "H", "H", "C", "Cl", "Cl", "Cl", "H", "C", "Cl", "Cl", "Cl", "H", "C", "Cl", "Cl", "Cl", "H"],
  "coordinates": [[-3.08, -0.38, 4.94], [-3.53, -1.61, 4.99], [-2.66, -2.70, 4.83], [-1.32, -2.49, 4.65], [-0.86, -1.18, 4.60], [-1.78, -0.16, 4.79], [-4.59, -1.78, 5.13], [-3.06, -3.69, 4.76], [-0.63, -3.32, 4.58], [0.20, -1.03, 4.55], [-1.44, 0.87, 4.81], [-3.84, -0.26, 0.48], [-3.28, 0.19, 1.61], [-2.72, 1.43, 1.72], [-2.66, 2.27, 0.61], [-3.15, 1.78, -0.58], [-3.68, 0.49, -0.61], [-3.30, -0.47, 2.47], [-2.42, 1.79, 2.69], [-2.23, 3.25, 0.64], [-3.11, 2.32, -1.52], [-4.15, 0.09, -1.48], [4.63, 1.56, -5.63], [3.78, 0.92, -6.44], [3.12, -0.20, -6.02], [3.35, -0.78, -4.80], [4.25, -0.19, -3.97], [4.83, 0.99, -4.46], [3.53, 1.34, -7.40], [2.46, -0.71, -6.74], [2.89, -1.70, -4.47], [4.58, -0.63, -3.02], [5.56, 1.50, -3.87], [-1.22, 3.34, 4.37], [0.10, 3.48, 4.47], [0.69, 4.53, 5.18], [-0.11, 5.49, 5.75], [-1.47, 5.32, 5.64], [-1.98, 4.25, 4.96], [0.67, 2.73, 3.91], [1.75, 4.62, 5.22], [0.30, 6.30, 6.34], [-2.09, 6.08, 6.15], [-3.04, 4.15, 4.87], [2.24, 4.64, -2.77], [2.29, 3.50, -3.44], [1.29, 2.53, -3.39], [0.12, 2.84, -2.72], [0.02, 4.07, -2.11], [1.14, 4.90, -2.10], [3.23, 3.38, -3.90], [1.29, 1.56, -3.87], [-0.72, 2.19, -2.81], [-0.85, 4.32, -1.47], [1.15, 5.84, -1.60], [-3.16, 2.74, -6.71], [-2.66, 2.06, -5.39], [-3.27, 0.78, -5.16], [-2.75, -0.13, -4.30], [-1.91, 0.01, -3.44], [-3.35, -1.30, -4.55], [-3.08, -2.40, -3.64], [-2.94, 2.15, -7.58], [-2.61, 3.69, -6.86], [-4.19, 3.03, -6.61], [-2.78, 2.65, -4.48], [-1.57, 1.96, -5.41], [-2.69, -2.01, -2.69], [-2.30, -3.01, -4.08], [-3.98, -2.96, -3.48], [1.60, -4.42, 6.06], [3.09, -3.99, 5.89], [3.44, -3.94, 4.50], [3.29, -2.71, 4.02], [2.78, -1.80, 4.50], [3.92, -2.70, 2.77], [3.82, -1.43, 2.09], [1.03, -3.58, 6.48], [1.55, -5.25, 6.76], [1.28, -4.78, 5.09], [3.75, -4.69, 6.40], [3.26, -3.00, 6.32], [2.75, -1.09, 2.09], [4.26, -1.56, 1.10], [4.36, -0.66, 2.61], [0.58, -3.67, -4.94], [1.13, -4.46, -3.81], [0.07, -4.90, -2.97], [0.09, -6.17, -2.47], [0.90, -7.03, -2.67], [-1.02, -6.35, -1.67], [-1.13, -7.62, -1.06], [0.06, -4.31, -5.63], [1.45, -3.24, -5.48], [-0.02, -2.80, -4.55], [1.88, -3.95, -3.21], [1.65, -5.36, -4.12], [-0.28, -7.89, -0.44], [-1.20, -8.43, -1.78], [-2.07, -7.54, -0.49], [0.24, 7.48, 1.33], [-0.32, 6.28, 2.12], [-0.10, 5.08, 1.38], [1.16, 4.59, 1.44], [2.06, 5.15, 2.00], [1.19, 3.42, 0.81], [2.56, 2.93, 0.55], [0.26, 7.27, 0.26], [1.24, 7.71, 1.69], [-0.37, 8.35, 1.49], [-1.42, 6.37, 2.18], [-0.01, 6.12, 3.15], [3.15, 2.78, 1.47], [3.12, 3.58, -0.12], [2.31, 1.97, 0.10], [0.00, -0.49, -0.67], [1.46, -0.53, -1.71], [0.42, -0.03, 1.00], [-0.89, -2.00, -0.61], [-0.64, 0.33, -1.03], [2.67, -4.80, 0.84], [1.09, -4.34, 1.58], [2.92, -3.80, -0.55], [2.75, -6.50, 0.46], [3.43, -4.53, 1.58], [-4.36, -3.53, 0.75], [-4.71, -4.04, -0.86], [-2.84, -4.03, 1.33], [-5.62, -3.94, 1.89], [-4.30, -2.45, 0.68]],
  "lowdin_charge": [0.05, -0.15, -0.08, -0.08, -0.06, -0.16, 0.10, 0.09, 0.09, 0.09, 0.08, 0.06, -0.14, -0.08, -0.05, -0.07, -0.15, 0.09, 0.07, 0.09, 0.10, 0.10, 0.07, -0.15, -0.09, -0.11, -0.08, -0.17, 0.10, 0.11, 0.08, 0.11, 0.10, 0.07, -0.13, -0.06, -0.09, -0.09, -0.15, 0.11, 0.10, 0.11, 0.12, 0.11, 0.06, -0.14, -0.07, -0.10, -0.05, -0.17, 0.08, 0.08, 0.07, 0.11, 0.09, -0.04, -0.20, 0.02, -0.56, 0.09, 0.00, -0.03, 0.07, 0.08, 0.06, 0.11, 0.12, 0.04, 0.08, 0.06, -0.04, -0.19, 0.03, -0.64, 0.18, -0.08, -0.05, 0.08, 0.07, 0.07, 0.12, 0.12, 0.06, 0.08, 0.08, -0.06, -0.26, 0.00, -0.54, 0.13, -0.04, -0.06, 0.08, 0.08, 0.09, 0.08, 0.12, 0.08, 0.09, 0.10, -0.04, -0.21, -0.01, -0.63, 0.14, -0.04, -0.01, 0.07, 0.07, 0.07, 0.13, 0.10, 0.10, 0.09, 0.05, -1.47, 0.56, 0.58, 0.58, -0.01, -1.54, 0.51, 0.59, 0.58, 0.00, -1.67, 0.59, 0.57, 0.54, -0.04],
  "fmax_ev_per_a": 6.7,
  "charge": 0,
  "orbital_gap_ev": 9.8
}

=====

[2]
{
  "formula": "C8H22AlF4N4O10S4",
  "method": "ωB97M-V/def2-TZVPD",
  "symbols": ["Al", "N", "S", "O", "O", "F", "S", "O", "O", "F", "N", "S", "O", "O", "F", "S", "O", "O", "F", "C", "C", "C", "O", "C", "N", "H", "H", "H", "H", "H", "H", "H", "H", "H", "H", "H", "C", "C", "C", "O", "C", "N", "H", "H", "H", "H", "H", "H", "H", "H", "H", "H", "H"],
  "coordinates": [[-0.34, 0.00, 1.29], [1.38, 2.21, 1.29], [1.98, 3.43, 0.42], [3.09, 3.08, -0.39], [1.89, 4.74, 0.92], [0.78, 3.38, -0.62], [1.91, 2.75, 2.77], [1.05, 3.63, 3.45], [3.32, 2.91, 2.86], [1.83, 1.36, 3.57], [-0.42, -0.52, -1.41], [-0.80, -2.00, -2.07], [0.27, -2.79, -2.55], [-2.07, -2.08, -2.70], [-1.18, -2.72, -0.66], [0.01, 0.18, -2.80], [-1.05, 0.34, -3.71], [1.30, -0.10, -3.31], [0.16, 1.62, -2.15], [3.89, -1.52, -1.06], [2.50, -1.41, -0.46], [2.09, -2.66, 0.26], [0.92, -2.56, 1.04], [0.47, -3.87, 1.41], [2.37, -0.20, 0.37], [4.16, -0.73, -1.77], [3.98, -2.48, -1.56], [4.69, -1.45, -0.31], [1.79, -1.23, -1.27], [2.90, -3.03, 0.91], [2.01, -3.40, -0.55], [1.26, -4.51, 1.80], [0.09, -4.36, 0.51], [-0.30, -3.82, 2.17], [2.86, 0.53, -0.16], [2.86, -0.34, 1.25], [-4.06, -0.51, -1.00], [-2.97, 0.30, -0.30], [-3.42, 1.56, 0.34], [-2.22, 2.05, 0.79], [-2.15, 3.43, 1.10], [-2.25, -0.51, 0.74], [-4.80, -0.83, -0.26], [-3.68, -1.39, -1.50], [-4.61, 0.16, -1.67], [-2.23, 0.55, -1.05], [-4.17, 1.28, 1.09], [-3.80, 2.27, -0.40], [-2.79, 3.69, 1.95], [-2.51, 4.08, 0.30], [-1.16, 3.76, 1.40], [-2.87, -0.91, 1.45], [-1.95, -1.35, 0.25]],
  "lowdin_charge": [1.32, -0.31, 0.46, -0.21, -0.20, -0.19, 0.48, -0.21, -0.22, -0.21, -0.31, 0.54, -0.19, -0.22, -0.21, 0.45, -0.20, -0.21, -0.17, -0.01, -0.41, -0.20, -0.26, -0.07, 0.14, 0.10, 0.11, 0.10, 0.08, 0.15, 0.14, 0.11, 0.10, 0.10, 0.11, 0.12, 0.01, -0.37, -0.19, -0.24, -0.04, 0.06, 0.10, 0.06, 0.11, 0.11, 0.15, 0.16, 0.11, 0.11, 0.08, 0.15, 0.05],
  "de_lowest_kj_mol": 0.0,
  "fmax_ev_per_a": 5.6,
  "charge": 1,
  "orbital_gap_ev": 4.8
}

=====

[3]
{
  "formula": "C8H13N3",
  "method": "ωB97M-V/def2-TZVPD",
  "symbols": ["C", "C", "C", "C", "C", "C", "C", "C", "H", "H", "H", "H", "H", "H", "H", "H", "H", "H", "H", "H", "H", "N", "N", "N"],
  "coordinates": [[1.09, -2.10, 2.13], [0.10, -1.86, 1.06], [-1.34, -0.73, -0.14], [-1.90, 0.45, -0.95], [-0.81, 1.52, -1.58], [0.59, 1.08, -1.69], [1.35, 1.21, -0.37], [0.55, 0.67, 0.77], [2.07, -1.59, 2.03], [0.64, -1.68, 3.03], [1.15, -3.23, 2.05], [-2.55, 0.18, -1.65], [-2.31, 1.10, -0.20], [-1.26, 1.85, -2.56], [-0.89, 2.48, -1.02], [1.15, 1.43, -2.60], [0.34, 0.02, -1.86], [2.16, 0.60, -0.50], [1.57, 2.21, -0.17], [1.32, 0.52, 1.51], [-0.25, 1.20, 1.51], [-0.84, -2.73, 0.69], [-1.84, -1.99, -0.02], [-0.10, -0.59, 0.52]],
  "lowdin_charge": [-0.03, -0.38, -0.26, -0.05, -0.19, -0.23, -0.16, -0.16, 0.08, 0.08, 0.11, 0.05, 0.10, 0.12, 0.11, 0.13, 0.12, 0.09, 0.11, 0.10, 0.19, 0.04, 0.05, -0.01],
  "de_lowest_kj_mol": 213.0,
  "fmax_ev_per_a": 6.1,
  "charge": 0,
  "orbital_gap_ev": 9.5
}

=====

[4]
{
  "formula": "C8H10BrCoN2",
  "method": "ωB97M-V/def2-TZVPD",
  "symbols": ["Co", "Br", "N", "C", "C", "C", "C", "H", "H", "H", "H", "H", "N", "C", "C", "C", "C", "H", "H", "H", "H", "H"],
  "coordinates": [[2.75, -1.74, -2.61], [2.84, 0.64, -1.57], [1.85, -0.81, 1.46], [0.65, -0.28, 1.79], [0.29, -0.72, 2.99], [1.47, -1.11, 3.62], [2.46, -1.25, 2.65], [2.30, -0.68, 0.56], [0.12, 0.18, 0.96], [-0.67, -0.66, 3.47], [1.50, -1.38, 4.66], [3.49, -1.59, 2.62], [-0.78, 0.97, -2.02], [-1.50, -0.10, -2.13], [-2.84, 0.16, -2.02], [-2.91, 1.56, -2.05], [-1.63, 2.06, -2.09], [0.23, 0.97, -1.96], [-0.93, -1.02, -2.20], [-3.73, -0.44, -2.08], [-3.77, 2.20, -1.97], [-1.21, 3.06, -2.10]],
  "lowdin_charge": [0.41, -0.11, -0.01, -0.17, -0.13, -0.12, -0.10, -0.01, 0.10, 0.10, 0.09, 0.09, 0.00, -0.21, -0.10, -0.13, -0.12, 0.03, 0.10, 0.09, 0.09, 0.10],
  "fmax_ev_per_a": 4.2,
  "charge": 0,
  "spin_multiplicity": 5,
  "orbital_gap_ev": [7.8, 4.5]
}

=====

Number 1: energy -191322.6347 eV. Number 2: energy -95882.5223 eV. Number 3: energy -12974.9744 eV. Number 4: energy -119103.1318 eV.